Record 1
Below is a cluster of 8 separate species, C17H53N13O8 in total, with properties calculated with ωB97M-V with the def2-TZVPD basis set.

As for the charge: 0. The HOMO-LUMO gap comes out at 9.1 eV. The value obtained for the energy above the lowest of the compared OMol25 structures with the same formula, charge and spin is 21.5 kcal per mole.

Geometry (Å):
C1 0.829 -0.258 -4.900
C2 -0.057 0.071 -3.711
C3 0.623 1.128 -2.879
O1 0.528 2.414 -3.559
C4 1.258 3.386 -2.875
N1 -1.370 0.284 -4.222
H1 1.874 -0.427 -4.555
H2 0.807 0.576 -5.593
H3 0.438 -1.147 -5.395
H4 -0.146 -0.813 -3.039
H5 1.643 0.871 -2.734
H6 0.103 1.188 -1.912
H7 0.938 3.605 -1.835
H8 1.057 4.343 -3.335
H9 2.347 3.168 -2.982
H10 -1.476 1.174 -4.732
H11 -2.075 0.174 -3.512
C5 3.613 -2.475 -2.138
C6 4.249 -3.022 -0.872
C7 5.429 -2.203 -0.554
O2 6.318 -2.026 -1.608
C8 7.415 -2.940 -1.613
N2 3.283 -2.802 0.296
H12 3.151 -1.556 -1.839
H13 2.792 -3.131 -2.638
H14 4.378 -2.222 -2.912
H15 4.502 -4.064 -0.980
H16 5.855 -2.654 0.369
H17 5.108 -1.156 -0.320
H18 7.182 -3.970 -2.035
H19 7.748 -3.095 -0.562
H20 8.272 -2.515 -2.131
H21 2.306 -2.680 -0.064
H22 3.315 -3.611 0.950
C9 -2.691 -2.191 6.233
C10 -2.268 -3.584 5.748
C11 -1.638 -3.549 4.466
O3 -2.558 -2.863 3.530
C12 -2.079 -2.938 2.211
N3 -1.345 -4.334 6.590
H23 -3.630 -1.878 5.761
H24 -1.866 -1.537 5.888
H25 -2.738 -2.154 7.311
H26 -3.150 -4.259 5.655
H27 -1.421 -4.573 4.094
H28 -0.667 -2.958 4.473
H29 -1.078 -2.570 2.111
H30 -2.780 -2.441 1.521
H31 -2.104 -3.959 1.847
H32 -0.438 -3.940 6.524
H33 -1.712 -4.266 7.531
C13 -2.429 -1.969 -1.769
O4 -2.703 -0.765 -1.684
N4 -2.824 -2.779 -2.790
N5 -1.716 -2.594 -0.826
H34 -2.872 -3.787 -2.681
H35 -3.371 -2.330 -3.511
H36 -1.298 -1.810 -0.297
H37 -1.151 -3.396 -1.099
C14 1.852 4.969 0.735
O5 1.627 4.047 1.466
N6 0.903 5.560 -0.005
N7 3.071 5.524 0.530
H38 1.080 6.454 -0.373
H39 -0.027 5.131 0.036
H40 3.318 5.853 -0.403
H41 3.871 5.021 0.937
C15 0.192 0.510 0.618
O6 0.055 -0.713 0.406
N8 1.446 1.064 0.897
N9 -0.793 1.484 0.528
H42 1.633 1.888 1.441
H43 2.136 0.303 0.902
H44 -1.709 1.297 0.075
H45 -0.482 2.400 0.797
C16 -4.728 2.495 -1.331
O7 -5.253 3.524 -0.914
N10 -3.447 2.245 -1.590
N11 -5.550 1.415 -1.733
H46 -3.122 1.320 -1.835
H47 -2.797 2.875 -1.209
H48 -6.497 1.711 -1.530
H49 -5.247 0.504 -1.481
C17 -2.402 4.135 1.673
O8 -1.892 4.237 0.522
N12 -3.723 4.293 1.715
N13 -1.732 3.988 2.760
H50 -4.161 4.162 2.646
H51 -4.348 4.038 0.974
H52 -0.749 4.057 2.681
H53 -2.233 4.022 3.646

These are the Löwdin partial charges, in e, on atoms 1 to 5: atom 1 (C): -0.066, atom 2 (C): -0.468, atom 3 (C): -0.174, atom 4 (O): -0.179, atom 5 (C): -0.138


Record 2
Below is a structure of composition C17H54N4O12V, with properties calculated with ωB97M-V with the def2-TZVPD basis set.

Its expectation value of S² is 2.10. As for the charge: +1. The HOMO-LUMO gap (spin up / spin down) comes out at 7.0 / 7.3 eV. Its multiplicity is 3.

Geometry (Å):
V1 1.304 -2.037 -0.414
C1 -0.590 -0.556 0.265
O1 -0.885 -1.742 -0.204
O2 0.209 -0.970 1.203
O3 0.203 0.009 -0.564
O4 2.830 1.803 -1.055
H1 2.529 2.557 -1.623
H2 2.073 1.597 -0.498
O5 0.596 -3.911 -1.255
H3 0.126 -4.649 -0.848
H4 0.749 -4.180 -2.170
O6 1.829 -3.256 1.253
H5 1.673 -2.826 2.125
H6 2.091 -4.159 1.463
O7 1.700 -1.483 -2.526
H7 0.980 -1.139 -3.086
H8 2.368 -1.808 -3.141
O8 3.026 -0.734 0.080
H9 2.939 0.087 0.641
H10 3.948 -0.742 -0.197
C2 -3.539 -2.849 -2.555
C3 -2.690 -2.324 -3.691
C4 -3.461 -1.900 -4.940
O9 -4.069 -0.651 -4.561
C5 -4.369 0.205 -5.658
N1 -1.652 -1.372 -3.300
H11 -4.102 -2.119 -1.961
H12 -2.900 -3.200 -1.737
H13 -4.262 -3.590 -2.893
H14 -2.114 -3.188 -4.061
H15 -4.188 -2.637 -5.278
H16 -2.752 -1.605 -5.721
H17 -5.133 0.868 -5.243
H18 -4.916 -0.302 -6.456
H19 -3.506 0.798 -5.959
H20 -2.124 -0.471 -3.417
H21 -1.533 -1.400 -2.292
C6 4.095 2.216 3.119
C7 2.827 1.392 3.261
C8 1.921 2.040 4.292
O10 0.880 1.194 4.715
C9 -0.142 1.940 5.375
N2 2.231 1.290 1.898
H22 4.813 1.740 2.451
H23 4.633 2.270 4.067
H24 3.885 3.214 2.730
H25 3.151 0.374 3.491
H26 1.484 2.929 3.814
H27 2.488 2.392 5.158
H28 0.085 2.945 5.741
H29 -0.699 1.293 6.039
H30 -0.817 2.279 4.569
H31 1.386 0.744 1.747
H32 1.868 2.231 1.742
C10 -1.069 -3.646 3.868
C11 -0.672 -2.322 4.561
C12 -0.426 -2.467 6.083
O11 -1.451 -3.195 6.730
C13 -2.304 -2.321 7.431
N3 0.532 -1.840 3.875
H33 -2.099 -3.858 4.154
H34 -0.393 -4.450 4.153
H35 -1.037 -3.488 2.788
H36 -1.512 -1.622 4.464
H37 -0.264 -1.430 6.381
H38 0.537 -2.954 6.252
H39 -1.869 -1.970 8.368
H40 -3.290 -2.775 7.564
H41 -2.642 -1.452 6.846
H42 0.698 -0.887 4.193
H43 0.297 -1.601 2.910
C14 -0.233 3.247 -2.305
C15 0.730 3.072 -3.460
C16 0.212 3.771 -4.742
O12 1.227 3.821 -5.721
C17 0.844 4.421 -6.933
N4 2.090 3.512 -3.144
H44 0.029 2.660 -1.424
H45 -1.275 3.216 -2.619
H46 -0.110 4.246 -1.864
H47 0.863 2.036 -3.783
H48 -0.203 4.762 -4.517
H49 -0.678 3.263 -5.136
H50 -0.158 4.053 -7.182
H51 1.587 4.163 -7.684
H52 0.771 5.514 -6.899
H53 2.217 4.525 -3.106
H54 2.573 3.389 -4.038

These are the Löwdin partial charges, in e, on atoms 1 to 5: atom 1 (V): 1.208, atom 2 (C): -0.563, atom 3 (O): -0.113, atom 4 (O): -0.166, atom 5 (O): -0.059


Record 3
Below is a cluster of 12 separate species, C17H56BF4O18 in total, with properties calculated with ωB97M-V with the def2-TZVPD basis set.

As for the charge: -1. The HOMO-LUMO gap comes out at 9.3 eV.

Geometry (Å):
B1 13.273 -3.456 5.292
F1 11.960 -3.888 5.030
F2 14.136 -4.565 5.348
F3 13.685 -2.557 4.285
F4 13.318 -2.783 6.520
O1 12.193 -6.437 3.959
H1 12.157 -6.283 3.010
H2 12.504 -5.592 4.310
O2 14.768 -6.091 7.652
H3 15.283 -6.780 7.222
H4 14.566 -5.466 6.946
O3 11.414 -3.739 8.430
H5 12.068 -3.660 7.722
H6 10.587 -3.484 8.012
C1 14.474 0.662 5.833
C2 15.553 1.098 4.873
O4 15.092 2.138 4.039
O5 13.386 0.056 5.142
H7 14.103 1.573 6.313
H8 14.863 -0.054 6.565
H9 15.935 0.272 4.260
H10 16.426 1.414 5.454
H11 14.189 1.909 3.793
H12 13.568 -0.892 5.106
C3 8.967 -4.724 4.052
C4 9.493 -3.845 2.941
O6 10.093 -2.659 3.396
O7 7.834 -4.101 4.687
H13 9.734 -4.887 4.813
H14 8.651 -5.693 3.657
H15 8.627 -3.531 2.349
H16 10.163 -4.414 2.277
H17 10.698 -2.884 4.117
H18 8.144 -3.753 5.526
C5 10.317 -8.641 6.155
C6 8.866 -8.357 6.414
O8 8.663 -8.103 7.784
O9 11.125 -7.489 6.419
H19 10.437 -8.852 5.083
H20 10.708 -9.492 6.709
H21 8.264 -9.218 6.082
H22 8.595 -7.499 5.784
H23 7.741 -8.205 8.028
H24 11.184 -7.026 5.574
C7 16.967 -8.467 3.478
C8 15.859 -7.471 3.545
O10 16.277 -6.356 4.337
O11 16.897 -9.332 4.605
H25 17.920 -7.916 3.484
H26 17.009 -9.041 2.546
H27 14.941 -7.889 3.968
H28 15.589 -7.144 2.528
H29 15.480 -5.848 4.520
H30 17.409 -10.130 4.455
C9 16.254 -2.909 10.317
C10 15.156 -3.341 9.362
O12 14.235 -4.216 10.004
O13 15.779 -2.006 11.317
H31 17.034 -2.414 9.719
H32 16.678 -3.791 10.795
H33 15.563 -3.721 8.431
H34 14.588 -2.427 9.113
H35 13.738 -3.605 10.559
H36 15.845 -1.119 10.957
C11 11.148 -0.184 7.461
C12 11.558 0.656 8.662
O14 11.269 0.025 9.897
O15 9.747 -0.057 7.219
H37 11.327 -1.236 7.689
H38 11.780 0.003 6.586
H39 10.987 1.595 8.581
H40 12.614 0.922 8.615
H41 10.340 -0.226 9.851
H42 9.590 0.745 6.714
C13 15.774 -3.321 1.612
C14 14.642 -3.972 0.861
O16 14.399 -3.300 -0.392
O17 15.442 -2.075 2.166
H43 16.650 -3.251 0.960
H44 16.088 -4.039 2.392
H45 13.732 -3.924 1.470
H46 14.884 -5.019 0.637
H47 13.461 -3.408 -0.565
H48 14.908 -2.267 2.948
C15 19.246 -3.205 5.545
C16 17.932 -2.621 5.098
C17 16.800 -2.860 6.060
O18 18.043 -1.199 4.930
H49 19.517 -2.825 6.531
H50 20.041 -3.069 4.811
H51 19.142 -4.293 5.645
H52 17.634 -3.049 4.129
H53 16.696 -3.926 6.259
H54 15.875 -2.553 5.577
H55 16.980 -2.255 6.950
H56 18.711 -1.020 4.262

These are the Löwdin partial charges, in e, on atoms 1 to 5: atom 1 (B): -1.224, atom 2 (F): 0.123, atom 3 (F): 0.117, atom 4 (F): 0.115, atom 5 (F): 0.138


Record 4
Below is a structure of composition C17H56O11, with properties calculated with ωB97M-V with the def2-TZVPD basis set.

As for the charge: 0. The HOMO-LUMO gap comes out at 6.5 eV. The value obtained for the energy above the lowest of the compared OMol25 structures with the same formula, charge and spin is 567.0 kcal per mole.

Geometry (Å):
C1 18.085 -0.282 -14.450
C2 18.882 0.305 -15.591
C3 18.442 -0.230 -16.998
O1 18.766 1.692 -15.563
H1 17.058 0.081 -14.496
H2 18.464 0.043 -13.481
H3 18.112 -1.369 -14.520
H4 19.951 0.172 -15.422
H5 17.371 -0.104 -17.154
H6 18.720 -1.283 -17.040
H7 18.972 0.174 -17.861
H8 19.058 2.036 -14.715
C4 22.375 0.877 -15.057
C5 22.420 2.168 -15.842
C6 23.657 2.979 -15.532
O2 22.284 1.909 -17.224
H9 22.782 0.972 -14.050
H10 22.953 0.099 -15.556
H11 21.348 0.520 -15.132
H12 21.568 2.777 -15.540
H13 23.549 3.909 -16.090
H14 24.612 2.535 -15.813
H15 23.689 3.208 -14.466
H16 23.065 1.459 -17.556
C7 16.902 2.310 -10.238
C8 16.107 1.998 -11.548
C9 16.985 1.867 -12.842
O3 15.418 0.826 -11.448
H17 17.527 3.202 -10.207
H18 17.597 1.500 -10.016
H19 16.307 2.389 -9.328
H20 15.493 2.890 -11.674
H21 17.477 2.836 -12.922
H22 16.349 1.719 -13.715
H23 17.760 1.101 -12.843
H24 16.108 0.169 -11.334
C10 20.960 6.102 -15.373
O4 20.321 5.232 -14.488
H25 21.609 6.806 -14.853
H26 21.507 5.513 -16.109
H27 20.283 6.798 -15.869
H28 21.072 4.933 -13.969
C11 23.110 2.818 -12.045
O5 21.765 3.173 -11.978
H29 23.486 2.964 -13.057
H30 23.737 3.429 -11.396
H31 23.148 1.745 -11.856
H32 21.389 2.928 -11.129
C12 21.003 0.328 -11.836
O6 20.269 -0.052 -12.994
H33 20.529 1.250 -11.501
H34 20.871 -0.322 -10.971
H35 22.031 0.497 -12.155
H36 20.742 -0.707 -13.512
C13 19.919 3.450 -16.806
O7 19.677 2.171 -17.175
H37 20.672 3.590 -16.030
H38 20.270 4.085 -17.619
H39 19.011 3.937 -16.450
H40 19.308 1.749 -16.395
C14 19.896 2.385 -10.192
O8 21.281 2.278 -10.045
H41 19.676 2.450 -11.258
H42 19.384 1.500 -9.814
H43 19.395 3.289 -9.848
H44 21.485 1.925 -9.176
C15 22.688 5.659 -12.667
O9 21.868 4.740 -13.320
H45 22.554 5.666 -11.585
H46 23.719 5.473 -12.967
H47 22.579 6.674 -13.049
H48 21.890 3.922 -12.818
C16 17.996 4.240 -14.293
O10 18.794 5.052 -13.430
H49 17.811 3.262 -13.849
H50 16.990 4.658 -14.345
H51 18.291 4.222 -15.342
H52 19.531 5.352 -13.967
C17 20.227 2.795 -13.548
O11 19.346 1.682 -13.531
H53 21.266 2.474 -13.632
H54 19.983 3.407 -14.416
H55 20.105 3.401 -12.650
H56 19.724 1.054 -12.911

These are the Löwdin partial charges, in e, on atoms 1 to 5: atom 1 (C): -0.031, atom 2 (C): -0.350, atom 3 (C): 0.011, atom 4 (O): 0.036, atom 5 (H): 0.092


Record 5
Below is a cluster of 14 separate species, C17H62N14O14 in total, with properties calculated with ωB97M-V with the def2-TZVPD basis set.

As for the charge: 0. The HOMO-LUMO gap comes out at 7.3 eV. The value obtained for the energy above the lowest of the compared OMol25 structures with the same formula, charge and spin is 57.4 kcal per mole.

Geometry (Å):
C1 -17.740 1.056 4.911
C2 -18.841 1.538 5.870
O1 -20.110 0.949 5.544
H1 -17.466 -0.006 4.913
H2 -16.883 1.620 5.052
H3 -18.071 1.115 3.878
H4 -18.951 2.635 5.702
H5 -18.557 1.448 6.877
H6 -20.118 0.029 5.936
C3 -18.403 -1.298 12.177
C4 -19.720 -2.023 12.361
O2 -19.545 -3.331 12.918
H7 -18.479 -0.385 11.616
H8 -17.652 -1.899 11.681
H9 -18.076 -0.925 13.094
H10 -20.225 -2.144 11.365
H11 -20.367 -1.464 12.927
H12 -19.367 -3.959 12.280
C5 -16.282 -5.105 7.768
C6 -16.371 -6.489 8.296
O3 -16.212 -6.275 9.634
H13 -16.098 -5.018 6.694
H14 -15.461 -4.460 8.082
H15 -17.215 -4.561 7.906
H16 -15.651 -7.198 7.923
H17 -17.342 -6.975 8.153
H18 -17.119 -6.318 10.023
C7 -20.873 -0.274 8.549
O4 -20.935 1.132 8.384
N1 -21.962 -0.955 8.567
N2 -19.808 -0.980 8.689
H19 -22.763 -0.334 8.336
H20 -22.149 -1.880 8.941
H21 -18.876 -0.522 8.863
H22 -19.838 -1.941 9.091
C8 -14.916 -1.848 10.980
O5 -15.505 -0.609 10.895
N3 -15.268 -2.811 10.172
N4 -14.007 -2.209 11.846
H23 -16.152 -2.808 9.706
H24 -14.821 -3.760 10.299
H25 -13.499 -1.484 12.391
H26 -13.402 -3.110 11.774
C9 -18.867 -4.448 10.098
O6 -18.320 -3.259 9.613
N5 -19.819 -5.111 9.549
N6 -18.453 -4.995 11.170
H27 -20.060 -4.760 8.582
H28 -20.109 -6.068 9.802
H29 -17.701 -4.546 11.718
H30 -18.870 -5.877 11.538
C10 -16.271 -3.594 4.670
O7 -17.040 -2.672 5.395
N7 -14.996 -3.561 4.559
N8 -16.762 -4.522 3.873
H31 -14.485 -2.749 4.976
H32 -14.479 -4.383 4.502
H33 -17.796 -4.503 3.737
H34 -16.250 -4.842 3.021
C11 -12.228 -2.348 8.170
O8 -12.137 -3.656 8.459
N9 -13.369 -1.748 8.158
N10 -11.216 -1.611 7.885
H35 -14.161 -2.084 8.705
H36 -13.308 -0.787 8.173
H37 -11.295 -0.595 7.644
H38 -10.348 -2.050 7.710
C12 -14.095 -0.500 4.980
O9 -14.641 0.571 5.701
N11 -13.476 -1.514 5.494
N12 -14.105 -0.526 3.601
H39 -13.432 -1.685 6.509
H40 -12.753 -1.914 4.908
H41 -14.610 0.247 3.084
H42 -13.893 -1.342 3.002
C13 -20.456 -1.878 5.236
O10 -20.419 -2.243 3.871
N13 -21.554 -1.583 5.857
N14 -19.453 -1.789 6.072
H43 -22.265 -1.242 5.167
H44 -21.689 -1.402 6.861
H45 -18.442 -2.096 5.809
H46 -19.622 -1.489 7.095
C14 -18.717 3.297 9.445
O11 -18.624 3.832 8.201
H47 -18.614 2.244 9.449
H48 -19.792 3.447 9.654
H49 -18.102 3.824 10.124
H50 -19.220 3.429 7.589
C15 -16.768 2.199 12.033
O12 -18.105 1.949 12.280
H51 -16.510 3.212 12.466
H52 -16.591 2.190 10.966
H53 -16.089 1.481 12.476
H54 -18.204 1.849 13.252
C16 -16.646 -0.630 7.997
O13 -17.334 0.013 9.042
H55 -16.672 -1.652 8.200
H56 -15.628 -0.253 7.955
H57 -17.093 -0.386 7.083
H58 -16.739 -0.029 9.796
C17 -15.314 2.525 8.141
O14 -15.813 3.863 8.182
H59 -15.870 1.968 7.473
H60 -15.454 2.098 9.099
H61 -14.247 2.453 7.762
H62 -16.753 3.797 8.392

These are the Löwdin partial charges, in e, on atoms 1 to 5: atom 1 (C): -0.078, atom 2 (C): -0.281, atom 3 (O): -0.106, atom 4 (H): 0.052, atom 5 (H): 0.029


Number 1: energy -54243.181 eV, M 567.69 g mol⁻¹, F_max 6.0 eV/Å. Number 2: energy -74711.744 eV, M 557.58 g mol⁻¹, F_max 11.6 eV/Å. Number 3: energy -66944.749 eV, M 635.42 g mol⁻¹, F_max 1.4 eV/Å. Number 4: energy -41032.851 eV, M 436.62 g mol⁻¹, F_max 16.1 eV/Å. Number 5: energy -68155.635 eV, M 686.77 g mol⁻¹, F_max 9.6 eV/Å.